The following is a DFT calculation (ωB97M-V with the def2-TZVPD basis set) of an isolated molecule of C5H8P2.

## Properties
- HOMO energy (eV) = -8.35
- energy (eV) = -23889.5636
- max |F| (eV/A) = 3.25
- net charge = 0

Element x y z (Å)
P1 1.877 -0.269 1.018
P2 1.165 -0.123 -1.116
C1 -0.310 -1.405 -1.114
C2 -1.050 -1.413 -0.010
C3 -1.142 -0.253 0.866
C4 -0.632 0.986 0.554
C5 0.014 1.186 -0.805
H1 1.863 1.178 1.042
H2 3.286 -0.391 0.905
H3 -0.421 -2.158 -1.958
H4 -1.913 -2.193 0.156
H5 -1.523 -0.407 1.831
H6 -0.727 1.859 1.122
H7 -0.898 1.179 -1.514
H8 0.412 2.222 -0.976


The following is a DFT calculation (ωB97M-V with the def2-TZVPD basis set) of an isolated molecule of C5H8P2.

## Properties
- HOMO energy (spin up / spin down) (eV) = -7.88 / -7.88
- energy (eV) = -23887.9391
- max |F| (eV/A) = 2.93
- net charge = 0

Element x y z (Å)
C1 1.384 1.628 0.124
C2 -1.020 0.175 -0.834
C3 -0.204 -1.162 -1.087
C4 0.180 -0.501 1.430
C5 -0.617 0.485 0.610
P1 2.487 0.456 -0.227
P2 1.192 -1.339 0.075
H1 1.381 2.718 0.153
H2 -0.887 1.066 -1.469
H3 -2.059 -0.060 -0.944
H4 -0.878 -1.989 -0.932
H5 0.065 -1.472 -2.146
H6 0.856 0.075 2.063
H7 -0.471 -1.100 2.109
H8 -1.409 1.021 1.074


The following is a DFT calculation (ωB97M-V with the def2-TZVPD basis set) of an isolated molecule of C5H8S.

## Properties
- HOMO energy (eV) = -8.37
- energy (eV) = -16147.1501
- max |F| (eV/A) = 4.59
- net charge = 0

Element x y z (Å)
C1 -2.047 -0.379 0.361
C2 -0.781 -0.194 -0.544
C3 0.012 1.033 -0.149
C4 1.289 0.807 0.174
C5 1.910 -0.564 0.121
S1 0.371 -1.553 -0.092
H1 -2.806 -1.183 -0.095
H2 -2.346 0.867 0.309
H3 -1.787 -0.481 1.537
H4 -1.029 -0.300 -1.539
H5 -0.275 1.978 -0.542
H6 2.140 1.498 0.350
H7 2.721 -0.474 -0.810
H8 2.627 -1.053 0.920


The following is a DFT calculation (ωB97M-V with the def2-TZVPD basis set) of an isolated molecule of C5H8S2.

## Properties
- HOMO energy (eV) = -8.60
- energy (eV) = -26984.7063
- max |F| (eV/A) = 1.47
- net charge = 0

Element x y z (Å)
S1 -0.116 0.816 -2.423
C1 -0.455 0.401 -0.896
C2 -1.247 -0.810 -0.457
C3 -1.208 -0.812 1.061
C4 -0.031 0.134 1.438
S2 1.564 -0.760 1.566
C5 -0.065 1.189 0.344
H1 -0.899 -1.708 -0.937
H2 -2.247 -0.592 -0.888
H3 -2.149 -0.408 1.468
H4 -1.078 -1.825 1.466
H5 -0.281 0.591 2.430
H6 1.570 -1.206 0.332
H7 -0.882 1.881 0.610
H8 0.825 1.771 0.296


The following is a DFT calculation (ωB97M-V with the def2-TZVPD basis set) of an isolated molecule of C5H8S3.

## Properties
- HOMO energy (eV) = -8.51
- energy (eV) = -37817.6006
- max |F| (eV/A) = 4.30
- net charge = 0

Element x y z (Å)
C1 2.753 -1.357 -0.047
C2 1.454 -0.525 0.180
S1 1.388 0.301 1.569
S2 0.181 -0.794 -0.773
C3 -1.307 0.212 -0.468
C4 -1.192 1.720 -0.494
C5 -1.979 -0.278 0.779
S3 -3.385 -1.172 0.758
H1 2.879 -1.562 -1.192
H2 2.568 -2.471 0.371
H3 3.560 -0.753 0.587
H4 -1.925 -0.110 -1.363
H5 -0.288 2.211 0.122
H6 -2.176 2.237 -0.230
H7 -1.145 2.260 -1.558
H8 -1.384 0.083 1.758


The following is a DFT calculation (ωB97M-V with the def2-TZVPD basis set) of an isolated molecule of C5H8S3.

## Properties
- HOMO energy (eV) = -8.53
- energy (eV) = -37818.5587
- max |F| (eV/A) = 3.54
- net charge = 0

Element x y z (Å)
C1 0.296 -0.010 -2.627
C2 0.953 -0.903 -1.940
S1 2.263 -0.510 -0.772
S2 1.561 1.227 0.119
C3 0.238 0.534 0.923
C4 0.471 -0.408 2.133
C5 -1.031 0.882 0.589
S3 -2.432 0.013 1.254
H1 0.390 1.106 -2.356
H2 -0.314 -0.239 -3.465
H3 0.821 -1.923 -2.229
H4 1.440 -0.289 2.446
H5 0.378 -1.490 1.921
H6 -0.311 -0.181 2.883
H7 -1.321 1.326 -0.362
H8 -3.402 0.865 1.484